(1)
Formula: C6H14N4O
Source: the OMol25 dataset
Level of theory: the ωB97M-V functional and the def2-TZVPD basis

CARTESIAN COORDINATES (ANGSTROEM)
1 C 1.46142 -0.85060 -1.69373
2 C 0.17010 -1.07201 -1.35664
3 C 2.28240 -0.35420 -0.64110
4 C 0.32014 0.78263 0.21849
5 C -2.87682 -0.88578 0.03429
6 C -0.84935 2.44136 1.35490
7 N 1.60778 0.27410 0.41112
8 N -0.58584 -0.40467 -0.44757
9 N 3.55455 -0.56638 -0.46257
10 N -1.41187 -1.15584 0.39425
11 O -0.29827 1.10244 1.34777
12 H 1.98673 -1.15356 -2.62536
13 H -0.31771 -1.91440 -1.70410
14 H 0.20118 1.47927 -0.59588
15 H -3.12107 -0.12869 0.74649
16 H -2.80888 -0.38452 -0.98715
17 H -3.41745 -1.85205 -0.00227
18 H -1.16591 2.65174 0.29179
19 H -0.14895 3.23548 1.68360
20 H -1.80710 2.46100 1.78632
21 H 2.02236 0.53418 1.32315
22 H 4.02844 -1.21082 -1.02562
23 H 3.91178 -0.06685 0.26412
24 H -1.46860 -0.71317 1.37461
25 H -1.26905 -2.24865 0.31109

Cartesian forces (eV/Å) of the 2 atoms listed first:
C 1.327 0.547 -0.353
C -0.301 -0.272 0.239

Properties
- E_HOMO (eV) = -17.576
- E_tot (a.u.) = -530.56715
- energy relative to the best compared isomer or geometry (same formula, charge and spin) (eV) = 2.2412
- charge = +2
- multiplicity = 1
- frontier orbital gap (hartree) = 0.35136
- SMILES string = C[NH2+]N1C=CC(=[NH2+])N[C@@H]1OC

=====

(2)
Formula: C16H28O8S3
Source: the OMol25 dataset
Level of theory: the ωB97M-V functional and the def2-TZVPD basis

CARTESIAN COORDINATES (ANGSTROEM)
1 C 2.14319 0.73073 -1.80714
2 C 1.39482 1.65000 -1.68741
3 C 0.46129 2.75392 -1.60663
4 O -0.91973 2.36831 -1.44648
5 C -1.18542 1.05278 -1.57486
6 O -1.98446 0.61420 -2.35321
7 H 2.87448 -0.01966 -1.97173
8 H 0.72105 3.34041 -0.73856
9 H 0.54535 3.39759 -2.47304
10 H -0.68804 0.38538 -0.86812
11 C -2.05031 -2.64488 2.23231
12 C -2.94503 -1.50985 1.71708
13 C -2.29249 -0.18688 2.13781
14 S -0.52506 -0.51167 2.23811
15 O -0.10511 -0.35178 3.60862
16 O 0.15018 0.20067 1.17968
17 C -0.62402 -2.25901 1.85400
18 H -2.32690 -3.60370 1.79815
19 H -2.13969 -2.72636 3.31795
20 H -3.00734 -1.56137 0.62872
21 H -3.95847 -1.58565 2.10734
22 H -2.45726 0.60885 1.41573
23 H -2.62052 0.13475 3.12416
24 H 0.13848 -2.79733 2.41119
25 H -0.45057 -2.36541 0.78193
26 C 0.57469 -2.13749 -4.83120
27 C 0.95007 -3.62751 -4.91524
28 C 0.96928 -4.16872 -3.47474
29 S -0.20975 -3.16130 -2.56297
30 O 0.49171 -2.38801 -1.56510
31 O -1.35090 -3.96275 -2.19664
32 C -0.62760 -2.06785 -3.89696
33 H 0.34388 -1.71199 -5.80584
34 H 1.40940 -1.57459 -4.40791
35 H 0.20527 -4.16318 -5.50606
36 H 1.91593 -3.77376 -5.39583
37 H 0.66232 -5.20855 -3.40603
38 H 1.94366 -4.03826 -3.00850
39 H -0.80803 -1.09232 -3.45870
40 H -1.52804 -2.44229 -4.38202
41 C -0.13717 3.33940 3.06195
42 C 0.80305 2.50257 3.94067
43 C 2.15612 2.43281 3.22256
44 S 2.27970 3.93414 2.24120
45 O 2.28018 3.55926 0.84833
46 O 3.30052 4.79646 2.77630
47 C 0.65963 4.57612 2.65256
48 H -1.04966 3.61257 3.58932
49 H -0.41904 2.76823 2.17417
50 H 0.92368 2.98806 4.91106
51 H 0.40775 1.50401 4.11925
52 H 2.99674 2.40074 3.90996
53 H 2.20493 1.58952 2.53567
54 H 0.25224 5.09741 1.78949
55 H 0.78479 5.26841 3.48408

Cartesian forces (eV/Å) of the 2 atoms listed first:
C 0.527 -0.235 -0.232
C -0.244 0.085 -0.261

Properties
- E_HOMO (eV) = -9.891
- E_tot (a.u.) = -2422.83069
- multiplicity = 1
- frontier orbital gap (hartree) = 0.38301
- SMILES string = O=S1(=O)CCCC1.O=S1(=O)CCCC1.O=S1(=O)CCCC1.C#CCOC=O

=====

(3)
Formula: C8H18N2O2
Source: the OMol25 dataset
Level of theory: the ωB97M-V functional and the def2-TZVPD basis

CARTESIAN COORDINATES (ANGSTROEM)
1 C 2.92275 -2.43574 -1.87727
2 C -2.18085 1.43610 3.59395
3 C 0.95452 -0.17682 -2.75772
4 C -2.14389 1.94348 0.43946
5 C 1.50894 -2.16453 -1.38003
6 C -1.04308 1.24225 2.56480
7 C 1.29044 -0.62827 -1.34100
8 C -1.55736 0.83410 1.16568
9 N 0.09908 -0.50239 -0.50729
10 N 0.13899 0.41616 0.31426
11 O -0.87825 -1.22352 -0.80043
12 O 1.07084 1.20024 0.49637
13 H 3.62948 -2.86597 -1.09628
14 H 2.89708 -3.20165 -2.62545
15 H 3.43859 -1.57775 -2.27327
16 H -1.86850 1.44541 4.57905
17 H -2.46923 2.47043 3.35877
18 H -2.91796 0.57232 3.46187
19 H -0.02269 -0.50627 -2.84190
20 H 1.09283 0.90089 -2.66026
21 H 1.54654 -0.63318 -3.63573
22 H -1.39038 2.62156 0.34873
23 H -2.47166 1.77234 -0.60543
24 H -2.97821 2.28105 1.20744
25 H 0.75397 -2.49521 -1.95334
26 H 1.37633 -2.80331 -0.49617
27 H -0.41789 2.02294 2.38865
28 H -0.35046 0.33827 2.83951
29 H 2.00617 -0.16739 -0.72590
30 H -2.03617 -0.11553 0.81890

Cartesian forces (eV/Å) of the 2 atoms listed first:
C 0.944 -1.206 0.837
C -0.299 -0.347 -3.035

Properties
- E_HOMO (eV) = -8.041
- E_tot (a.u.) = -575.34769
- energy relative to the best compared isomer or geometry (same formula, charge and spin) (eV) = 5.1016
- multiplicity = 1
- frontier orbital gap (hartree) = 0.32650

=====

(4)
Formula: C24H21BCl2F3N2O4
Source: the OMol25 dataset
Level of theory: the ωB97M-V functional and the def2-TZVPD basis

CARTESIAN COORDINATES (ANGSTROEM)
1 N -4.35895 -2.99879 2.50596
2 C -3.42539 -2.35172 2.78600
3 C -2.29460 -1.56977 3.08927
4 C -2.37588 -0.27771 3.56599
5 C -3.62149 0.38791 3.70825
6 N -4.65770 0.87428 3.92442
7 C -1.20831 0.59310 3.90915
8 O -1.28812 1.80638 4.01671
9 C 0.08556 -0.11154 4.11912
10 Cl 1.40646 0.80864 4.68899
11 C 0.17654 -1.44203 3.86104
12 Cl 1.57232 -2.32431 4.33347
13 C -1.01909 -2.26360 3.40982
14 O -0.93862 -3.49172 3.33536
15 C 0.02344 -2.62275 -1.34505
16 C 0.29682 -2.02132 0.01443
17 C 1.04728 -3.08134 0.78698
18 C 1.04601 -0.59470 0.00161
19 C 2.53863 -0.59989 0.26741
20 C 0.62422 0.25884 -1.19150
21 O 0.52946 0.09723 1.17247
22 B -0.74795 -0.38462 1.17959
23 C -2.03594 0.43928 0.82797
24 C -2.03624 1.82780 0.83565
25 C -3.19166 2.52874 0.50504
26 C -4.36430 1.83548 0.19292
27 C -5.59957 2.62514 -0.11696
28 F -6.04890 2.29535 -1.36449
29 F -6.62450 2.37233 0.75635
30 F -5.39004 3.97022 -0.10875
31 C -4.37546 0.45943 0.10222
32 C -3.22381 -0.22701 0.43214
33 C -5.08452 -2.64948 0.10076
34 C -5.98694 -3.61729 -0.44135
35 C -6.27020 -2.14117 -0.61135
36 O -0.91049 -1.70742 0.70576
37 H 0.98222 -2.79758 -1.85616
38 H -0.49301 -3.58169 -1.24266
39 H -0.58215 -1.95282 -1.95067
40 H 1.89312 -3.43110 0.18081
41 H 1.45286 -2.72083 1.73761
42 H 0.41922 -3.95502 1.01626
43 H 3.06014 -1.22848 -0.46408
44 H 2.84399 0.45749 0.19153
45 H 2.72398 -0.95695 1.29903
46 H 1.06199 -0.08042 -2.13204
47 H -0.46768 0.33620 -1.29201
48 H 0.99594 1.25943 -0.97344
49 H -1.13260 2.36257 1.15555
50 H -3.19611 3.61673 0.50984
51 H -5.29298 -0.07952 -0.20263
52 H -3.26738 -1.30666 0.46972
53 H -4.06589 -2.61924 -0.25258
54 H -5.58697 -4.16448 -1.29894
55 H -6.57040 -4.17700 0.27178
56 H -7.08596 -1.73985 -0.00375
57 H -6.19206 -1.71416 -1.62233

Cartesian forces (eV/Å) of the 2 atoms listed first:
N -0.613 0.168 -0.641
C 1.194 0.472 -0.083

Properties
- E_HOMO (eV) = -3.127
- E_tot (a.u.) = -2582.42305
- energy relative to the best compared isomer or geometry (same formula, charge and spin) (eV) = 1.4683
- charge = -1
- multiplicity = 1
- frontier orbital gap (hartree) = 0.13603

=====

(5)
Formula: C18H48ClN3O6
Source: the OMol25 dataset
Level of theory: the ωB97M-V functional and the def2-TZVPD basis

CARTESIAN COORDINATES (ANGSTROEM)
1 C -5.55856 -7.38573 -18.65776
2 O -5.16397 -7.90591 -17.35840
3 C -4.52719 -6.89035 -16.65922
4 C -4.13360 -7.46945 -15.27093
5 N -3.46565 -8.86139 -15.41204
6 H -4.20279 -9.51498 -15.02584
7 H -3.38623 -9.16848 -16.42670
8 C -2.18724 -9.14448 -14.67361
9 C -1.45869 -10.28839 -15.32231
10 O -1.55894 -10.05544 -16.74386
11 C -0.89626 -11.05746 -17.56937
12 H -6.22506 -6.54876 -18.57323
13 H -6.02105 -8.16484 -19.27744
14 H -4.69328 -6.85587 -19.16105
15 H -5.14124 -5.99264 -16.59775
16 H -3.62788 -6.60325 -17.19824
17 H -4.99011 -7.59448 -14.62976
18 H -3.35370 -6.80737 -14.80181
19 H -2.43411 -9.28219 -13.56130
20 H -1.67846 -8.18536 -14.75911
21 H -1.87582 -11.30376 -15.06211
22 H -0.41807 -10.43591 -14.93041
23 H 0.14108 -11.17305 -17.25371
24 H -0.97420 -10.69981 -18.54635
25 H -1.39920 -12.08292 -17.55967
26 C -15.37873 -4.76961 -22.15900
27 O -14.13968 -4.97098 -21.47990
28 C -14.32939 -5.72431 -20.31082
29 C -13.01405 -5.62731 -19.56849
30 N -12.91254 -6.68377 -18.56546
31 H -13.79644 -6.84732 -18.13074
32 H -12.66089 -7.50577 -19.17029
33 C -11.92650 -6.54480 -17.44354
34 C -12.00846 -7.85636 -16.66893
35 O -13.25245 -7.87437 -16.06793
36 C -13.47926 -9.14541 -15.47914
37 H -15.76920 -5.68449 -22.56562
38 H -15.26033 -4.14085 -23.08075
39 H -16.08991 -4.34171 -21.48052
40 H -14.55746 -6.79716 -20.49707
41 H -15.14225 -5.27798 -19.75293
42 H -12.99612 -4.63443 -19.03171
43 H -12.09888 -5.70311 -20.16068
44 H -12.20268 -5.73916 -16.77474
45 H -10.90353 -6.34186 -17.85251
46 H -11.24390 -7.93383 -15.88489
47 H -12.06204 -8.69248 -17.33751
48 H -12.64724 -9.40190 -14.77522
49 H -13.56422 -9.89874 -16.26502
50 H -14.40609 -9.16865 -14.89538
51 C -7.06787 -3.85835 -12.57825
52 O -8.29701 -4.13400 -11.87138
53 C -9.31740 -3.21839 -12.21302
54 C -10.55748 -3.89668 -11.68286
55 N -10.33820 -5.38046 -11.97959
56 H -10.01720 -5.41351 -13.00138
57 H -9.74333 -5.85492 -11.31805
58 C -11.67181 -6.02995 -11.81347
59 C -11.37753 -7.53043 -11.95675
60 O -10.36258 -7.69430 -10.99437
61 C -9.61198 -8.93187 -11.11886
62 H -6.35690 -4.57347 -12.05340
63 H -6.77673 -2.78376 -12.47549
64 H -7.03215 -4.04492 -13.64487
65 H -9.39729 -2.96772 -13.20834
66 H -9.10463 -2.30902 -11.67230
67 H -11.54080 -3.62728 -12.05403
68 H -10.62120 -3.87375 -10.63541
69 H -12.36246 -5.78088 -12.66451
70 H -12.06541 -5.79461 -10.82705
71 H -11.06899 -7.81492 -12.99014
72 H -12.29950 -8.08968 -11.66852
73 H -8.85725 -9.04778 -10.32654
74 H -9.11117 -9.00270 -12.06825
75 H -10.22841 -9.80292 -10.97807
76 Cl -10.10518 -5.76236 -15.00023

Cartesian forces (eV/Å) of the 2 atoms listed first:
C 1.195 0.322 -0.335
O -0.811 0.037 -1.409

Properties
- E_HOMO (eV) = -13.045
- E_tot (a.u.) = -1789.85766
- energy relative to the best compared isomer or geometry (same formula, charge and spin) (eV) = 0.2886
- charge = +2
- multiplicity = 1
- frontier orbital gap (hartree) = 0.32380

=====

(6)
Formula: C24H60BO10
Source: the OMol25 dataset
Level of theory: the ωB97M-V functional and the def2-TZVPD basis

CARTESIAN COORDINATES (ANGSTROEM)
1 C 1.35160 0.87289 1.40339
2 C 1.30840 1.70810 0.38337
3 B 1.34045 2.87905 -0.78957
4 C -0.12846 3.62394 -0.76256
5 C -0.66507 4.14960 -2.18635
6 C -1.36769 3.04160 -3.11890
7 C -2.17305 1.89606 -2.33631
8 O -3.38414 1.45961 -3.07528
9 C -4.21237 0.72356 -2.18369
10 O -5.47273 0.81378 -2.14120
11 C 1.81110 2.30566 -2.25358
12 O 2.94985 1.38710 -1.99128
13 C 3.29309 0.63875 -3.18349
14 C 2.76091 -0.90230 -3.05648
15 H 1.10233 0.26455 2.34707
16 H 2.14943 3.71338 -0.47681
17 H 0.00372 4.57269 -0.09762
18 H -0.85077 2.94222 -0.18641
19 H -1.41224 5.03829 -2.10078
20 H 0.25301 4.57735 -2.75825
21 H -2.15422 3.60657 -3.76745
22 H -0.65823 2.54174 -3.88577
23 H -2.51824 2.17689 -1.28141
24 H -1.50273 0.95265 -2.26424
25 H -3.69723 -0.02675 -1.47645
26 H 1.03000 1.66915 -2.80694
27 H 2.25172 3.15305 -2.90945
28 H 2.77927 1.17224 -4.07705
29 H 4.43567 0.63786 -3.37732
30 H 2.89693 -1.27939 -1.98209
31 H 3.34230 -1.57496 -3.78786
32 H 1.63034 -0.86518 -3.28103
33 C 1.62370 1.24204 5.56081
34 C 2.61156 0.10393 5.71827
35 O 2.98849 -0.39706 4.44311
36 H 0.73280 0.90522 5.02338
37 H 1.32105 1.63393 6.53551
38 H 2.06061 2.05504 4.97512
39 H 2.16356 -0.71584 6.28545
40 H 3.51119 0.43723 6.24484
41 H 3.39172 0.33230 3.95027
42 C -4.58703 -2.83210 -4.17297
43 C -3.49717 -3.86776 -3.98744
44 O -2.77649 -3.60749 -2.78881
45 H -4.15750 -1.82755 -4.21420
46 H -5.14741 -3.01451 -5.09341
47 H -5.28256 -2.84726 -3.32839
48 H -2.79167 -3.83549 -4.82073
49 H -3.92091 -4.87637 -3.93253
50 H -3.40618 -3.64601 -2.05465
51 C -0.17545 7.89195 1.94460
52 C 0.81541 6.75549 2.10422
53 O 1.19513 6.25430 0.83107
54 H -1.06444 7.55269 1.40603
55 H -0.48081 8.28384 2.91854
56 H 0.26097 8.70667 1.35856
57 H 0.36861 5.93546 2.67078
58 H 1.71394 7.09127 2.63258
59 H 1.59777 6.98274 0.33832
60 C -4.45437 -7.81932 -1.52472
61 C -4.56054 -6.47593 -0.83105
62 O -3.26975 -6.01813 -0.44921
63 H -3.98648 -8.55542 -0.86547
64 H -5.44108 -8.18588 -1.81906
65 H -3.82578 -7.74541 -2.41724
66 H -5.17078 -6.55861 0.07109
67 H -5.01771 -5.73043 -1.49034
68 H -2.73783 -5.93882 -1.25465
69 C 4.56946 3.44321 8.78027
70 C 4.94625 2.63608 7.55370
71 O 4.10486 2.98255 6.46160
72 H 3.52587 3.26305 9.05229
73 H 5.20573 3.18249 9.62993
74 H 4.66718 4.51508 8.58333
75 H 4.82645 1.56783 7.74752
76 H 5.98686 2.82080 7.26843
77 H 4.22299 3.92726 6.29053
78 C -4.44085 -1.51755 1.53858
79 C -3.03993 -1.82215 2.03260
80 O -2.93041 -3.19813 2.37901
81 H -5.18007 -1.76024 2.30706
82 H -4.54054 -0.46178 1.27386
83 H -4.68265 -2.12495 0.66067
84 H -2.81092 -1.23010 2.92129
85 H -2.29526 -1.59303 1.26409
86 H -3.12543 -3.71628 1.58506
87 C 4.16027 -5.44316 -5.63616
88 C 3.85165 -5.13378 -4.18448
89 O 2.87851 -4.10188 -4.09948
90 H 4.52941 -4.55055 -6.14846
91 H 4.91242 -6.23236 -5.71599
92 H 3.25693 -5.76328 -6.16422
93 H 4.75118 -4.79378 -3.66651
94 H 3.47009 -6.02060 -3.66820
95 H 2.08246 -4.41315 -4.55217

Cartesian forces (eV/Å) of the 2 atoms listed first:
C -1.140 3.626 -3.786
C 0.526 -4.164 5.263

Properties
- E_HOMO (eV) = -4.432
- E_tot (a.u.) = -1727.44730
- charge = -1
- multiplicity = 1
- frontier orbital gap (hartree) = 0.24173